(1)
Formula: C38H33Cl2InNO2P2
Source: the OMol25 dataset
Level of theory: ωB97M-V/def2-TZVPD

Results
Orbital gap = 5.16 eV
Net charge = +3
HOMO energy = -15.41 eV
Spin multiplicity = 1
E_tot = -3465.298719 a.u.

Last column: Mulliken charge in e.
Positions of all 79 atoms, in Å:
In 5.034595 -3.791971 24.003341  0.6958
Cl 5.528188 -2.748149 27.046203  -0.0957
C 4.259270 -1.561923 26.550905  -0.2801
Cl 3.103952 -2.475845 25.409766  -0.0500
H 4.537777 -0.667714 26.040356  0.1741
H 3.705931 -1.294796 27.453210  0.4491
O 5.409957 -1.153436 23.473354  0.0104
N 6.585661 -0.744059 22.773144  0.0695
C 6.450342 0.186878 21.805370  0.1269
C 7.670426 0.574130 21.258395  -0.3376
C 7.828121 1.581492 20.241627  -0.7438
C 9.067933 1.779532 19.692195  -0.6277
C 10.187966 1.057631 20.124677  -0.6687
C 10.040215 0.092500 21.117684  -0.2599
C 8.788420 -0.125754 21.680768  0.2172
P 8.390693 -1.283617 22.946430  1.0969
C 8.609140 -3.022076 22.712672  0.7693
C 9.784485 -3.624596 23.245226  -0.3843
C 9.965913 -5.001336 23.036670  -0.7051
C 9.158295 -5.752822 22.189525  -0.7139
C 8.074135 -5.112705 21.580512  -0.4202
C 7.827385 -3.750116 21.799489  -0.2637
C 9.117341 -0.907338 24.496829  0.2715
C 8.958120 -1.724099 25.700510  -0.2262
C 9.625151 -1.458556 26.879685  -0.4025
C 10.408023 -0.312824 27.023417  -0.5211
C 10.417769 0.604424 25.943667  -0.7160
C 9.909262 0.265029 24.668376  -0.6825
H 4.690297 -1.300796 22.728612  0.5112
H 5.461285 0.612566 21.650491  0.7628
H 6.904932 2.168493 20.000854  0.4492
H 9.206435 2.478591 18.854809  0.4346
H 11.209043 1.236975 19.667834  0.4260
H 10.872108 -0.487694 21.440274  0.5795
H 10.399906 -3.003507 23.959694  0.4469
H 10.702002 -5.549359 23.675127  0.3796
H 9.372727 -6.748672 21.896882  0.5058
H 7.422034 -5.705888 20.949501  0.4920
H 6.981840 -3.330127 21.245809  0.2268
H 8.158312 -2.424716 25.716312  0.2872
H 9.470723 -2.148644 27.753042  0.3837
H 10.959736 -0.129467 27.946498  0.4430
H 10.928893 1.537542 26.070983  0.4488
H 9.971007 0.980233 23.899255  0.4593
O 3.405069 -1.714863 22.005804  -0.3258
P 2.379372 -2.329650 21.031423  0.6326
C 1.800992 -1.178882 19.814920  0.6986
C 2.751981 -0.332135 19.168546  -0.0873
C 2.341238 0.422762 18.085642  -0.5047
C 1.046857 0.275760 17.581355  -0.6123
C 0.088208 -0.439670 18.281580  -0.7156
C 0.502895 -1.258210 19.315149  -0.3847
C 3.036851 -3.718198 20.111597  0.6945
C 4.336667 -3.592025 19.633731  -0.3313
C 5.036336 -4.735182 19.116236  -0.6835
C 4.315022 -5.878226 18.825332  -0.7446
C 2.951583 -5.949690 19.208417  -0.6894
C 2.290476 -4.855228 19.782768  -0.1768
C 0.913042 -2.843287 21.983105  0.2001
C -0.081109 -1.950778 22.390449  -0.2480
C -1.199785 -2.354509 23.145528  -0.8948
C -1.308376 -3.687331 23.492351  -0.4419
C -0.251634 -4.567611 23.229975  -0.7450
C 0.897600 -4.092367 22.567743  -0.6651
H 3.848732 -0.282371 19.504657  -0.1821
H 3.048593 1.173612 17.689164  0.3773
H 0.706050 0.729381 16.664537  0.3960
H -0.980327 -0.377234 18.027960  0.4043
H -0.242093 -1.827417 19.851109  0.4377
H 4.792893 -2.586456 19.678769  0.3116
H 6.109587 -4.732061 18.895905  0.6547
H 4.778051 -6.715626 18.277153  0.4109
H 2.423945 -6.910931 19.048209  0.4042
H 1.190878 -4.880222 19.799220  0.4823
H 0.115008 -0.877198 22.219531  0.4131
H -1.940457 -1.621860 23.360260  0.5124
H -2.149109 -4.063390 24.110608  0.3885
H -0.220217 -5.571961 23.651637  0.4074
H 1.724423 -4.763786 22.470976  0.5883

Force components x, y, z for each atom (eV/Å):
In 0.1 -0.5 -0.3
Cl -0.3 1.0 -0.5
C -1.1 -1.6 0.5
Cl 0.1 1.1 0.9
H 0.9 0.2 -0.5
H -0.1 -0.3 -0.2
O 1.8 0.2 -1.1
N -1.0 0.7 -1.2
C -0.4 -1.8 3.3
C 1.1 2.1 -2.7
C -2.0 -0.7 1.4
C 1.0 0.5 -1.0
C 0.7 0.2 -0.5
C -0.5 0.1 0.2
C 0.8 -0.2 -0.4
P -0.7 -0.4 1.3
C 0.4 -0.3 -1.3
C -0.8 0.3 1.2
C 1.1 -0.3 1.3
C -0.6 1.9 -0.3
C 0.2 0.4 0.1
C -0.6 -0.9 -0.2
C 0.7 0.6 2.3
C -0.3 1.3 -1.5
C -0.3 -0.8 0.8
C -0.3 0.5 -1.3
C 0.4 -1.3 -0.2
C -1.0 -0.6 1.9
H -0.5 -0.2 0.2
H 0.1 -0.1 -0.2
H 1.2 -0.5 -0.2
H -0.2 -0.2 0.6
H -1.5 -0.2 0.6
H 0.6 -0.3 0.2
H -0.5 -1.2 -1.0
H -0.3 0.7 -1.0
H 0.2 -0.9 0.3
H 0.0 0.3 -0.1
H 0.2 0.2 0.4
H -0.1 -1.0 -0.1
H 0.2 0.8 -1.0
H -0.3 0.2 -0.3
H 0.2 0.3 -0.1
H 0.3 0.7 -0.9
O 0.7 -0.4 -0.5
P -0.9 0.8 1.1
C 1.2 0.4 -1.0
C 0.4 -0.4 0.9
C 0.6 0.3 -0.2
C -0.5 0.4 0.2
C 0.0 -0.4 -0.4
C -0.3 0.6 1.0
C -0.1 0.0 -0.5
C 1.4 -0.9 0.4
C -0.6 1.3 -0.2
C -0.8 -0.4 0.6
C 0.2 -0.3 -0.5
C 0.1 -0.9 -0.6
C 0.7 0.3 0.6
C -0.1 1.0 0.2
C 1.4 0.0 -1.2
C -0.3 -1.0 0.9
C 0.9 0.7 0.3
C -1.4 -1.2 0.0
H -1.8 0.0 -0.3
H -0.5 -0.7 -0.2
H 0.3 0.6 0.0
H 0.7 -0.2 -0.2
H 0.0 -0.2 -0.1
H 0.2 -0.8 0.2
H -0.5 0.4 -0.2
H -0.2 0.4 0.6
H 0.2 0.9 -0.1
H 0.6 0.0 0.7
H -0.6 -0.6 -0.3
H -0.5 0.3 0.4
H 0.5 0.4 -0.7
H -0.3 0.2 -0.2
H 0.4 -0.4 -0.3

***

(2)
Formula: C38H34BrLuN6O8Se3
Source: the OMol25 dataset
Level of theory: ωB97M-V/def2-TZVPD

Results
Orbital gap = 7.49 eV
Energy relative to the best compared isomer or geometry (same formula, charge and spin) = 0.6077 eV
HOMO energy = -7.76 eV
Spin multiplicity = 1
E_tot = -13412.777637 a.u.

Last column: Mulliken charge in e.
Positions of all 91 atoms, in Å:
Lu -0.144018 -1.043901 -0.780790  1.9870
O -0.946809 -4.422155 2.259750  -0.7335
C -2.203940 -4.121934 2.641227  0.3298
C -2.862032 -4.992026 3.512301  -0.6672
C -4.161755 -4.740338 3.908464  -0.4333
C -4.836651 -3.622585 3.433380  -0.8303
C -4.188550 -2.759643 2.566516  -0.6208
C -2.870970 -2.979991 2.180103  -0.1563
C -2.212114 -1.981849 1.243906  1.1126
O -1.012484 -2.326650 0.719670  -0.4153
N -1.999756 -0.707373 2.026909  -0.4600
N -0.926456 -0.023213 1.740494  0.6730
C -0.629292 1.088696 2.310074  -1.1429
C 0.657385 1.690425 2.065426  0.5897
Br 1.947192 0.425318 1.381995  -0.1088
C 1.071903 2.930618 2.337923  -1.1001
C 0.217010 4.037181 2.777497  0.5076
C 0.743411 5.001930 3.641280  -0.6232
C -0.031855 6.062125 4.077954  -0.5527
C -1.346850 6.186559 3.650876  -0.3987
C -1.872828 5.253284 2.769841  -0.7521
C -1.099030 4.190305 2.333001  -0.0070
H -0.701335 -3.768977 1.559132  0.3236
H -2.330098 -5.868959 3.859898  0.4481
H -4.664271 -5.427759 4.577003  0.3850
H -5.861783 -3.433101 3.724526  0.3968
H -4.716358 -1.897217 2.169833  0.4125
H -2.948414 -1.732146 0.466658  0.1347
H -2.685201 -0.363091 2.686640  0.3240
H -1.283858 1.568241 3.038130  0.6656
H 2.130313 3.144062 2.246562  0.4295
H 1.769564 4.904289 3.975648  0.4102
H 0.391587 6.796627 4.751005  0.3740
H -1.953572 7.015170 3.992429  0.3780
H -2.889102 5.360998 2.412094  0.4135
H -1.499014 3.493087 1.607081  0.4701
O -2.678257 4.189683 -4.606675  -0.5121
C -3.423706 3.259500 -3.842818  -0.7874
C -2.539453 2.657358 -2.790767  0.2329
C -3.059321 2.178010 -1.597324  -1.3004
C -2.210348 1.544067 -0.714054  -0.1814
N -0.904553 1.379705 -0.926175  0.6555
C -0.396022 1.878763 -2.061669  0.2124
C -1.177708 2.522146 -3.007518  -0.9721
C 1.055686 1.686325 -2.273340  0.3391
C 1.793821 2.561346 -3.059147  -0.6249
C 3.147223 2.329636 -3.252186  0.5838
C 3.956067 3.264137 -4.118654  -0.7960
O 3.236693 3.761705 -5.230157  -0.5136
C 3.719862 1.240582 -2.609447  -1.2261
C 2.918651 0.446115 -1.810569  -0.7155
N 1.614217 0.641887 -1.655133  0.7178
H -3.219642 4.499443 -5.336737  0.3097
H -3.790115 2.437979 -4.471148  0.2866
H -4.289123 3.735660 -3.371251  0.3692
H -4.114515 2.255235 -1.370540  0.4525
H -2.601532 1.142054 0.212772  0.3996
H -0.749033 2.891447 -3.927196  0.5872
H 1.333383 3.427820 -3.513373  0.6935
H 4.883209 2.770777 -4.428731  0.3724
H 4.230076 4.142341 -3.530775  0.2852
H 2.968125 3.024300 -5.787261  0.3137
H 4.772059 1.013203 -2.722928  0.4522
H 3.349864 -0.381941 -1.261788  0.2063
Se 1.549720 -3.047938 -0.326219  0.5009
Se 3.715867 -3.230270 0.643848  -0.1805
C 3.018183 -3.129132 2.434693  0.5353
C 3.812297 -3.341534 3.555093  -0.8970
C 3.218248 -3.198563 4.796118  -0.2373
C 1.876646 -2.850066 4.876733  -1.0654
C 1.174997 -2.670326 3.698591  -0.0255
N 1.736184 -2.813044 2.501105  0.0827
C 2.180670 -3.201900 -2.153501  0.2042
C 2.549583 -4.399758 -2.741655  -1.0053
C 2.761288 -4.397259 -4.110777  -0.4120
C 2.600026 -3.214888 -4.818877  -1.0686
C 2.267136 -2.064613 -4.120388  -0.2200
N 2.069289 -2.058180 -2.807818  0.7387
H 4.855646 -3.602523 3.440187  0.4040
H 3.795862 -3.358431 5.697432  0.3878
H 1.387898 -2.724112 5.832423  0.4328
H 0.124468 -2.403038 3.698510  0.3113
H 2.644001 -5.295322 -2.142961  0.4853
H 3.028936 -5.312178 -4.623292  0.4207
H 2.725257 -3.189193 -5.892422  0.4113
H 2.148069 -1.110126 -4.621633  0.4133
O -2.401412 -2.361322 -3.977109  -0.9072
Se -1.485951 -1.804683 -2.814040  0.7911
O -2.275956 -1.072832 -1.565870  -0.6189
O -0.557822 -2.925642 -2.033009  -0.6219
O -0.394720 -0.658402 -3.224968  -0.4634

Force components x, y, z for each atom (eV/Å):
Lu 0.4 2.5 1.7
O 0.0 -0.1 0.0
C -0.2 0.0 0.0
C 0.1 0.0 0.0
C 0.0 0.1 0.0
C -0.1 0.0 0.1
C 0.1 -0.1 0.1
C 0.2 0.0 -0.1
C -0.4 0.3 0.3
O -0.1 -0.2 0.0
N 0.0 -0.1 -0.1
N 0.0 0.2 -0.1
C -0.3 -0.2 0.1
C 0.5 -0.1 -0.2
Br 0.0 0.3 0.5
C 0.1 -0.2 -0.1
C -0.1 0.1 0.1
C 0.0 -0.1 0.0
C 0.0 0.0 0.0
C 0.0 0.0 0.0
C 0.0 0.0 0.0
C 0.1 0.0 -0.1
H 0.0 0.1 0.1
H 0.0 0.0 0.0
H 0.0 0.0 0.0
H 0.0 0.0 0.0
H 0.0 0.0 0.0
H 0.1 -0.1 -0.1
H 0.0 0.0 0.1
H 0.0 0.0 0.0
H 0.0 0.0 0.0
H 0.0 0.0 0.0
H 0.0 0.0 0.0
H 0.0 0.0 0.0
H 0.0 0.0 0.0
H 0.0 0.0 0.0
O 0.1 0.0 0.0
C -0.1 -0.1 0.0
C 0.1 0.1 0.0
C 0.0 0.0 0.0
C -0.1 0.2 0.1
N 0.0 -0.2 -0.3
C -0.2 0.2 0.0
C 0.0 0.1 0.0
C 0.2 0.0 0.0
C 0.0 0.0 0.0
C -0.1 0.0 0.0
C 0.0 0.0 0.0
O 0.0 0.1 0.0
C 0.0 0.1 0.0
C 0.1 0.0 0.1
N -0.2 0.1 -0.1
H 0.0 0.0 0.0
H 0.0 0.0 0.0
H 0.0 0.0 0.0
H 0.0 0.0 0.0
H 0.0 -0.1 0.0
H 0.0 0.0 0.0
H 0.0 0.0 0.0
H 0.0 0.0 0.0
H 0.0 0.0 0.0
H 0.0 0.0 0.0
H 0.0 0.0 0.0
H 0.0 -0.1 -0.1
Se 1.5 -2.1 0.3
Se -0.1 0.3 0.0
C -0.4 0.1 -0.1
C 0.2 0.0 -0.2
C 0.0 0.0 0.0
C 0.0 0.0 0.0
C -0.1 0.0 0.0
N 0.1 0.0 -0.1
C 0.1 0.2 0.1
C 0.0 0.0 0.2
C 0.0 0.0 0.0
C 0.0 0.0 0.0
C 0.1 0.0 -0.1
N 0.1 -0.2 0.0
H 0.0 0.0 0.1
H 0.0 0.0 0.0
H 0.0 0.0 0.0
H 0.0 0.0 0.0
H 0.0 0.0 -0.1
H 0.0 0.0 0.0
H 0.0 0.0 0.0
H -0.1 0.0 0.0
O -0.5 -0.3 -0.5
Se -1.6 -0.9 -2.7
O 0.0 0.1 0.5
O 0.2 0.0 0.4
O 0.3 0.3 0.3